No. 1
C2H6O3Ru | ωB97M-V/def2-TZVPD

Geometry as XYZ:
```
12
Properties=species:S:1:pos:R:3
O 0.35 1.68 0.21
C -0.50 1.07 -0.64
H -0.40 1.34 -1.71
H -1.55 1.36 -0.37
Ru 2.06 1.04 0.70
O 2.37 -0.46 -0.40
H 1.63 -1.10 -0.67
C -0.80 -1.01 0.62
O -0.57 -0.44 -0.64
H -0.80 -2.11 0.58
H -0.02 -0.70 1.34
H -1.78 -0.66 0.97
```

Computed properties:
- HOMO energy (alpha / beta) (eV) = -6.634 / -10.578
- F_max (Eh/bohr) = 0.06502
- expectation value of S² = 12.009
- relative energy (zero: lowest compared OMol25 entry of this formula, charge and spin) (kJ/mol) = 9.4
- E_tot (eV) = -10889.1335
- spin multiplicity = 7

Atomic partial charges in e from the natural (NBO) method, atoms 1 to 6: O -0.8009; C 0.2041; H 0.1753; H 0.1440; Ru 1.1213; O -1.0359

=====

No. 2
C11H22N4O4 | ωB97M-V/def2-TZVPD

Geometry as XYZ:
```
41
Properties=species:S:1:pos:R:3
C -1.37 1.47 -0.94
C -0.42 0.36 -0.44
C -1.22 1.67 -2.48
C -2.57 1.45 -3.31
C -2.66 -0.09 -3.43
C -0.04 -0.80 1.74
C -1.36 -1.40 2.32
C 0.86 -0.48 2.95
C 2.16 0.10 2.59
C 3.30 -0.81 2.15
C 3.14 -1.79 1.01
H -1.87 3.20 0.19
H -0.27 3.22 -0.35
H -2.43 1.15 -0.72
H -0.46 1.03 -2.87
H -0.83 2.65 -2.67
H -3.42 1.99 -2.78
H -2.48 1.90 -4.26
H -1.73 -1.54 -4.46
H -0.87 -0.02 -4.54
H -0.98 1.00 1.38
H 0.41 -1.60 1.12
H 0.29 0.21 3.60
H 0.98 -1.34 3.58
H 2.58 0.68 3.45
H 2.05 0.88 1.86
H 3.64 -1.37 2.98
H 4.13 -0.17 1.86
H 2.41 -2.56 1.23
H 4.05 -2.43 1.04
H 2.23 -0.51 -0.44
H 3.10 -1.76 -1.10
H -3.24 -1.28 2.44
N -1.08 2.62 -0.05
N -1.70 -0.57 -4.28
N -0.31 0.36 0.95
N 3.11 -1.08 -0.29
O 0.13 -0.40 -1.23
O -3.44 -0.82 -2.82
O -1.29 -2.35 3.05
O -2.50 -0.80 1.94
```

Computed properties:
- HOMO energy (eV) = -8.950
- F_max (Eh/bohr) = 0.05579
- relative energy (zero: lowest compared OMol25 entry of this formula, charge and spin) (kJ/mol) = 144.5
- E_tot (eV) = -25914.9950
- SMILES = NCCCC[C@H](NC(=O)[C@@H](N)CCC(N)=O)C(=O)O

Atomic partial charges in e from the natural (NBO) method, atoms 1 to 6: C -0.1527; C 0.6996; C -0.4100; C -0.4931; C 0.6796; C -0.1530

=====

No. 3
C3H7N3S2 | ωB97M-V/def2-TZVPD

Geometry as XYZ:
```
15
Properties=species:S:1:pos:R:3
C 0.35 -0.24 -1.27
C 0.35 1.22 -0.72
C -0.55 -0.23 0.87
H 0.80 -2.64 0.58
H -0.75 -2.69 0.20
H 1.34 -0.54 -1.71
H -0.42 -0.32 -2.04
H -0.03 1.97 -1.43
H 1.38 1.50 -0.43
H -0.09 2.64 2.13
N 0.12 -2.38 -0.14
N 0.10 -0.95 -0.10
N -0.47 1.08 0.45
S -1.11 2.41 1.25
S -1.02 -0.82 2.37
```

Computed properties:
- HOMO energy (eV) = -8.458
- F_max (Eh/bohr) = 0.05439
- relative energy (zero: lowest compared OMol25 entry of this formula, charge and spin) (kJ/mol) = 142.3
- E_tot (eV) = -29364.1528
- SMILES = NN1CCN(S)C1=S

Atomic partial charges in e from the natural (NBO) method, atoms 1 to 6: C -0.2104; C -0.2127; C 0.2806; H 0.3637; H 0.3655; H 0.2148

=====

No. 4
C11H14N2OS | ωB97M-V/def2-TZVPD

Geometry as XYZ:
```
29
Properties=species:S:1:pos:R:3
C 5.22 -1.05 -2.02
C 4.01 -1.16 -1.16
C 3.84 -1.89 -0.03
N 2.61 -1.81 0.56
C 1.84 -1.02 -0.11
N 0.54 -0.76 0.26
C -0.26 0.08 -0.46
O 0.16 0.62 -1.47
C -1.68 0.27 0.04
C -2.08 1.74 -0.15
C -3.58 1.89 0.06
C -4.02 1.20 1.32
C -3.28 0.30 1.95
C -1.92 -0.15 1.49
H -1.17 0.30 2.14
H -1.87 -1.23 1.60
H -3.64 -0.16 2.86
H -5.00 1.46 1.70
H -3.85 2.95 0.12
H -4.13 1.47 -0.78
H -1.54 2.35 0.58
H -1.80 2.07 -1.15
H -2.31 -0.34 -0.62
H 0.22 -1.22 1.09
S 2.53 -0.30 -1.53
H 4.58 -2.52 0.43
H 5.00 -1.39 -3.03
H 5.55 -0.01 -2.07
H 6.02 -1.66 -1.60
```

Computed properties:
- HOMO energy (eV) = -8.256
- F_max (Eh/bohr) = 0.01921
- relative energy (zero: lowest compared OMol25 entry of this formula, charge and spin) (kJ/mol) = 44.6
- E_tot (eV) = -27497.5813
- SMILES = Cc1cnc(NC(=O)[C@H]2CC=CCC2)s1

Atomic partial charges in e from the natural (NBO) method, atoms 1 to 6: C -0.6347; C -0.2433; C -0.0628; N -0.4764; C 0.2099; N -0.6163

=====

No. 5
C6H5NO | ωB97M-V/def2-TZVPD

Geometry as XYZ:
```
13
Properties=species:S:1:pos:R:3
C 0.27 -0.65 -0.75
C 0.10 0.47 0.33
C -0.01 -0.01 1.68
C -0.24 -1.40 2.10
C 0.01 1.76 -0.32
C 0.34 2.74 -1.18
H -1.47 -1.42 -1.51
H 1.17 -0.65 -1.15
H 0.38 -1.55 -0.24
H 0.20 0.39 2.76
H 0.18 3.43 -2.33
N -0.16 -2.57 2.41
O -0.75 -0.54 -1.80
```

Computed properties:
- HOMO energy (eV) = -9.402
- F_max (Eh/bohr) = 0.16345
- relative energy (zero: lowest compared OMol25 entry of this formula, charge and spin) (kJ/mol) = 621.2
- E_tot (eV) = -9832.7699

Atomic partial charges in e from the natural (NBO) method, atoms 1 to 6: C -0.0853; C -0.0237; C -0.3034; C 0.2288; C -0.0728; C -0.1926

=====

No. 6
C3H2FO2 | ωB97M-V/def2-TZVPD

Geometry as XYZ:
```
8
Properties=species:S:1:pos:R:3
C -0.05 0.83 -1.37
C -0.59 0.00 0.25
C 0.48 -0.47 1.10
O 1.51 -0.93 1.51
O -0.36 0.50 1.62
F -1.79 -0.64 0.07
H 1.06 0.78 -1.14
H -0.26 -0.07 -2.03
```

Computed properties:
- HOMO energy (eV) = -2.536
- F_max (Eh/bohr) = 0.09258
- total charge = -1
- relative energy (zero: lowest compared OMol25 entry of this formula, charge and spin) (kJ/mol) = 430.1
- E_tot (eV) = -9952.4644

Atomic partial charges in e from the natural (NBO) method, atoms 1 to 6: C -0.9081; C 0.4711; C 0.6836; O -0.6003; O -0.5344; F -0.3605

=====

No. 7
C4H12 | ωB97M-V/def2-TZVPD

Geometry as XYZ:
```
16
Properties=species:S:1:pos:R:3
C -1.71 0.53 1.05
C -1.34 1.99 1.27
H -2.62 0.44 0.46
H -0.94 -0.01 0.51
H -1.94 0.06 2.01
H -1.27 2.53 0.32
H -2.04 2.50 1.93
H -0.37 2.07 1.76
C 1.18 -0.79 -0.67
C 1.87 -1.78 -1.58
H 0.60 -0.11 -1.30
H 0.58 -1.15 0.16
H 1.95 -0.18 -0.17
H 2.70 -2.37 -1.21
H 2.17 -1.25 -2.48
H 1.17 -2.47 -2.06
```

Computed properties:
- HOMO energy (eV) = -11.466
- F_max (Eh/bohr) = 0.02460
- relative energy (zero: lowest compared OMol25 entry of this formula, charge and spin) (kJ/mol) = 24.7
- E_tot (eV) = -4342.2723
- SMILES = CC.CC

Atomic partial charges in e from the natural (NBO) method, atoms 1 to 6: C -0.6066; C -0.6038; H 0.1989; H 0.2066; H 0.2009; H 0.2006

=====

No. 8
C27H61ClO12P | ωB97M-V/def2-TZVPD

Geometry as XYZ:
```
102
Properties=species:S:1:pos:R:3
C 7.06 -1.52 0.87
C 5.84 -0.78 0.97
C 4.34 -0.04 1.07
P 2.95 -1.40 1.11
Cl 1.44 -0.87 -0.34
H 7.76 -2.49 0.90
H 4.16 0.61 0.12
H 4.22 0.55 2.09
H 3.61 -2.65 0.72
H 2.38 -1.51 2.46
C 1.47 4.19 -6.18
O 0.91 3.47 -5.09
C -0.21 4.14 -4.50
C -1.26 3.13 -4.04
O -2.00 2.52 -5.10
C -1.28 1.60 -5.94
C -0.89 0.30 -5.24
O 0.18 0.51 -4.33
C 0.10 -0.30 -3.17
H 2.04 5.05 -5.81
H 2.15 3.52 -6.71
H 0.70 4.51 -6.89
H -0.67 4.84 -5.21
H 0.17 4.71 -3.65
H -2.00 3.68 -3.44
H -0.84 2.38 -3.38
H -0.43 2.09 -6.40
H -1.97 1.35 -6.75
H -0.55 -0.43 -5.99
H -1.77 -0.12 -4.73
H -0.90 -0.24 -2.72
H 0.82 0.08 -2.44
H 0.35 -1.34 -3.42
C -8.85 -2.09 -3.38
O -7.93 -1.01 -3.48
C -6.98 -0.99 -2.42
C -5.61 -0.51 -2.92
O -4.91 -1.47 -3.72
C -5.45 -1.74 -5.02
C -5.32 -0.58 -6.01
O -6.25 0.46 -5.70
C -5.74 1.75 -5.96
H -9.57 -1.89 -2.58
H -9.38 -2.17 -4.33
H -8.33 -3.04 -3.20
H -6.86 -1.98 -1.97
H -7.35 -0.30 -1.66
H -4.97 -0.34 -2.05
H -5.68 0.45 -3.44
H -6.48 -2.10 -4.95
H -4.87 -2.58 -5.41
H -5.56 -0.93 -7.02
H -4.29 -0.21 -6.00
H -4.75 1.88 -5.52
H -6.41 2.48 -5.50
H -5.71 1.93 -7.04
C 7.48 -4.66 6.93
O 6.15 -4.24 6.68
C 6.07 -2.91 6.16
C 4.92 -2.79 5.15
O 5.18 -3.42 3.89
C 5.22 -4.86 3.89
C 3.87 -5.53 4.13
O 3.48 -5.40 5.50
C 2.08 -5.25 5.67
H 7.87 -4.16 7.82
H 7.47 -5.74 7.10
H 8.13 -4.46 6.07
H 7.01 -2.62 5.68
H 5.89 -2.24 7.01
H 4.79 -1.73 4.92
H 3.98 -3.13 5.57
H 5.99 -5.23 4.58
H 5.56 -5.14 2.89
H 3.94 -6.60 3.91
H 3.12 -5.07 3.47
H 1.69 -4.46 5.02
H 1.90 -4.94 6.71
H 1.57 -6.19 5.48
C 0.85 2.58 0.60
O -0.12 2.77 1.63
C -0.40 1.56 2.35
C -0.67 1.87 3.82
O 0.51 2.21 4.58
C 1.11 3.48 4.27
C 0.28 4.69 4.71
O -0.84 4.87 3.84
C -1.99 5.35 4.51
H 0.41 2.04 -0.24
H 1.18 3.57 0.27
H 1.73 2.05 0.98
H 0.43 0.85 2.27
H -1.29 1.12 1.90
H -1.05 0.96 4.29
H -1.45 2.62 3.95
H 1.39 3.54 3.22
H 2.04 3.50 4.84
H 0.89 5.60 4.64
H -0.04 4.55 5.75
H -2.20 4.76 5.41
H -2.85 5.26 3.84
H -1.86 6.41 4.78
```

Computed properties:
- HOMO energy (eV) = -10.397
- F_max (Eh/bohr) = 0.20629
- total charge = +1
- E_tot (eV) = -75349.0562

Atomic partial charges in e from the Löwdin method, atoms 1 to 6: C 0.1001; C -0.1309; C -0.3543; P 0.7472; Cl 0.3463; H 0.0923

=====

> Look up the F_max of the first one.

0.06502 Eh/bohr

=====

Repeat the sixth record exactly.
C3H2FO2 | ωB97M-V/def2-TZVPD

Geometry as XYZ:
```
8
Properties=species:S:1:pos:R:3
C -0.05 0.83 -1.37
C -0.59 0.00 0.25
C 0.48 -0.47 1.10
O 1.51 -0.93 1.51
O -0.36 0.50 1.62
F -1.79 -0.64 0.07
H 1.06 0.78 -1.14
H -0.26 -0.07 -2.03
```

Computed properties:
- HOMO energy (eV) = -2.536
- F_max (Eh/bohr) = 0.09258
- total charge = -1
- relative energy (zero: lowest compared OMol25 entry of this formula, charge and spin) (kJ/mol) = 430.1
- E_tot (eV) = -9952.4644

Atomic partial charges in e from the natural (NBO) method, atoms 1 to 6: C -0.9081; C 0.4711; C 0.6836; O -0.6003; O -0.5344; F -0.3605